64
Properties=species:S:1:pos:R:3:forces:R:3 method="wB97M-V/def2-TZVPD" de_lowest_kcal_mol=622.5 energy_ha=-1887.895751 gap_ev=6.95 molar_mass_g_mol=482.6
C 7.201 -1.047 -1.548 2.1 -2.0 -5.8
H 8.333 -1.404 -1.626 -2.4 1.2 0.1
C 6.782 -0.889 -0.233 -8.6 -11.8 -0.3
N 5.285 -0.582 -0.204 1.8 -2.1 -0.4
C 4.966 0.607 -0.386 -2.0 7.9 2.9
S 6.092 1.826 -0.147 0.2 0.3 -0.9
N 3.545 1.038 -0.178 6.9 4.8 -2.6
C 2.530 0.312 -0.392 -4.1 -3.9 1.2
O 1.374 0.717 -0.598 1.8 -0.9 -0.2
C 2.926 -1.141 0.018 -1.2 5.2 -1.9
C 1.880 -1.847 0.308 0.8 -7.9 -0.8
C 0.485 -1.721 0.554 1.1 -2.2 0.8
C -0.476 -2.788 0.179 0.9 13.7 7.4
N -1.622 -1.978 0.823 -3.0 -11.7 -9.1
C -1.342 -0.947 1.386 0.2 9.7 9.7
C -2.236 -0.095 2.331 0.9 -3.9 -4.4
C -1.533 0.818 2.936 -3.6 6.1 3.7
C -0.220 1.084 2.978 6.7 2.7 -0.2
C 0.748 0.389 2.135 -13.4 -1.0 2.7
C 0.035 -0.700 1.582 0.5 -2.1 -5.3
H 1.669 0.398 2.138 9.1 0.8 0.0
H 0.129 2.046 3.619 -0.7 -2.5 -1.6
H -2.192 1.796 3.479 1.7 -3.3 -1.2
H -3.301 -0.129 2.375 -0.5 -0.1 -0.2
C -2.983 -2.298 0.237 1.7 -8.5 10.5
H -3.517 -2.375 1.368 0.2 0.5 -3.3
H -2.991 -3.693 0.143 -0.1 4.8 -0.6
C -3.645 -1.451 -0.626 -10.8 -11.7 2.8
O -4.873 -1.949 -0.862 3.7 3.3 -0.4
N -2.931 -0.621 -1.011 3.6 13.3 -9.0
H -2.085 -0.218 -0.683 0.9 -0.6 0.8
C -3.657 0.461 -1.918 0.6 0.1 3.8
H -2.921 0.938 -2.525 0.2 -0.2 -1.0
H -4.528 -0.072 -2.295 0.2 0.3 -0.6
C -4.084 1.526 -0.793 3.6 7.6 -5.4
H -3.113 2.291 -0.371 -1.9 -2.6 -1.4
O -4.690 1.048 0.144 -2.6 -5.2 11.8
C -6.092 0.906 0.252 6.4 -5.8 -14.8
C -6.414 1.896 -1.159 0.8 -2.1 4.4
H -6.833 1.425 -1.961 -0.4 -1.5 -2.2
H -7.100 2.481 -0.753 -3.7 2.7 1.3
C -5.197 2.631 -1.188 3.5 -11.1 -12.0
H -5.122 3.471 -0.874 1.1 10.1 4.3
H -4.909 2.586 -2.456 -0.7 1.4 3.1
H -6.767 1.177 0.816 -5.2 2.8 7.5
H -6.127 -0.219 -0.313 -1.1 2.6 2.5
C -0.427 -3.916 -0.538 -10.9 6.1 -2.3
H -0.905 -3.749 -1.474 -0.7 0.3 -1.4
H -0.980 -4.548 -0.188 -5.2 -8.0 4.2
H 0.377 -4.036 -0.770 16.6 -3.8 -4.1
H 2.306 -3.026 0.179 -1.5 2.5 0.9
C 4.294 -1.508 -0.150 2.7 -5.9 0.2
O 4.783 -2.661 -0.185 -2.5 0.8 0.2
C 3.380 2.490 -0.445 6.6 1.3 3.7
C 3.253 3.225 0.903 -12.1 1.7 -7.4
H 2.366 2.938 1.561 1.0 -0.3 -1.1
H 2.874 4.276 0.536 1.2 -1.5 1.1
H 3.972 3.248 1.424 10.3 0.6 6.9
H 4.147 3.127 -1.100 -1.4 -2.4 1.4
H 2.529 2.591 -0.821 -7.1 0.6 -3.6
H 7.275 -0.350 0.300 5.2 6.8 6.0
H 6.701 -1.978 0.344 0.7 2.6 -1.4
H 6.601 -1.732 -2.287 0.9 0.6 2.0
H 6.970 -0.095 -1.991 1.1 0.8 -0.8

***

80
Properties=species:S:1:pos:R:3:forces:R:3 method="wB97M-V/def2-TZVPD" total_charge=+1 de_lowest_kcal_mol=40.3 energy_ha=-3661.507438 gap_ev="6.74 / 6.88" molar_mass_g_mol=861.3
Sn -1.073 -1.155 -0.593 -0.1 0.0 0.0
C 1.714 0.959 3.634 0.0 0.0 0.0
C 1.274 0.555 2.227 0.0 0.0 0.0
O 2.195 1.056 1.246 0.0 0.0 0.0
P 1.419 -1.239 1.977 0.0 0.0 0.0
O 2.971 -1.517 2.000 0.0 0.0 0.0
O 0.896 -1.979 3.270 0.0 0.0 0.0
O 0.698 -1.754 0.789 0.0 0.0 0.0
P -0.368 1.293 1.820 -0.1 0.0 -0.1
O -1.286 0.972 3.099 0.0 0.0 0.0
O -0.103 2.735 1.623 0.0 0.0 0.0
O -1.036 0.523 0.693 0.1 0.0 0.1
H 2.739 0.633 3.814 0.0 0.0 0.0
H 1.061 0.537 4.397 0.0 0.0 0.0
H 1.685 2.046 3.716 0.0 0.0 0.0
H 1.973 1.990 1.099 0.0 0.0 0.0
H 3.484 -0.906 1.449 0.0 0.0 0.0
H 1.525 -2.060 3.999 0.0 0.0 0.0
H -1.332 1.709 3.721 0.0 0.0 0.0
N -2.212 -1.974 1.781 0.0 0.0 0.0
C -3.530 -2.600 1.898 0.0 0.0 -0.1
C -3.560 -4.024 1.438 0.0 -0.1 0.3
C -2.988 -4.037 -0.255 -0.1 0.0 -0.3
O -3.968 -3.770 -0.906 0.1 0.0 0.1
O -1.807 -4.257 -0.277 0.0 0.0 0.1
H -1.493 -2.570 2.180 0.0 0.0 0.0
H -2.199 -1.102 2.302 0.0 0.0 0.0
H -4.252 -2.011 1.331 0.0 0.0 0.0
H -3.888 -2.628 2.938 0.0 0.0 0.0
H -4.560 -4.441 1.418 0.0 0.0 -0.1
H -2.838 -4.688 1.904 0.0 0.0 0.0
O 8.858 1.227 -4.880 0.0 0.0 0.0
S 7.892 0.191 -4.725 0.0 0.0 0.0
O 7.749 -0.447 -3.456 0.0 0.0 0.0
O 7.368 -0.461 -5.889 0.0 0.0 0.0
C 6.055 1.487 -4.608 0.0 0.0 0.0
N 6.129 2.577 -5.279 0.0 0.0 0.0
C 5.006 3.308 -5.223 0.0 0.0 0.0
C 3.908 2.880 -4.491 0.0 0.0 0.0
C 4.008 1.664 -3.824 0.0 0.0 0.0
N 5.134 0.934 -3.905 0.0 0.0 0.0
C 2.905 1.080 -3.024 0.0 0.0 0.0
C 2.773 -0.301 -2.931 0.0 0.0 0.0
C 1.714 -0.814 -2.211 0.0 0.0 0.0
N 0.825 -0.037 -1.586 0.0 0.0 0.0
C 0.970 1.287 -1.644 0.0 0.0 0.0
C 1.994 1.886 -2.352 0.0 0.0 0.0
H 4.996 4.235 -5.781 0.0 0.0 0.0
H 2.999 3.466 -4.478 0.0 0.0 0.0
H 3.481 -0.955 -3.421 0.0 0.0 0.0
H 1.565 -1.885 -2.126 0.0 0.0 0.0
H 0.244 1.879 -1.100 0.0 0.0 0.0
H 2.083 2.963 -2.355 0.0 0.0 0.0
C -2.915 2.577 -0.540 0.0 0.0 0.0
C -2.361 2.002 -1.797 0.0 0.1 0.0
N -2.176 0.722 -2.044 0.0 -0.1 0.0
C -1.737 0.629 -3.349 0.0 0.0 -0.1
C -1.640 1.867 -3.891 0.0 0.0 0.1
N -2.036 2.739 -2.894 0.0 0.0 0.0
C -2.018 4.185 -3.014 0.0 0.0 0.0
N -0.680 4.697 -3.139 0.0 0.0 0.0
N -0.160 4.890 -4.374 0.0 0.0 0.0
N 1.057 5.259 -4.274 0.0 0.0 0.0
C 1.389 5.312 -2.934 0.0 0.0 0.0
C 2.601 5.626 -2.312 0.0 0.0 0.0
C 2.649 5.506 -0.942 0.0 0.0 0.0
C 1.521 5.092 -0.200 0.0 0.0 0.0
C 0.315 4.802 -0.798 0.0 0.0 0.0
C 0.275 4.926 -2.190 0.0 0.0 0.0
H -3.303 1.766 0.069 0.0 0.0 0.0
H -3.733 3.265 -0.756 0.0 0.0 0.0
H -2.157 3.096 0.047 0.0 0.0 0.0
H -1.523 -0.323 -3.808 0.0 0.0 0.0
H -1.338 2.216 -4.864 0.0 0.0 0.0
H -2.492 4.617 -2.137 0.0 0.0 0.0
H -2.559 4.488 -3.907 0.0 0.0 0.0
H 3.457 5.948 -2.890 0.0 0.0 0.0
H 3.565 5.737 -0.416 0.0 0.0 0.0
H 1.597 5.001 0.875 0.0 0.0 0.0
H -0.527 4.480 -0.204 0.0 0.0 0.0

***

61
Properties=species:S:1:pos:R:3:forces:R:3 method="wB97M-V/def2-TZVPD" total_charge=+1 de_lowest_kcal_mol=1.5 energy_ha=-1401.345459 gap_ev=7.12 molar_mass_g_mol=424.5
C 4.978 2.634 -5.009 0.2 -0.3 0.2
H 5.104 2.198 -5.997 0.0 0.0 -0.1
C 6.082 2.143 -4.079 -0.1 0.5 -0.2
H 7.059 2.404 -4.492 -0.1 0.0 0.1
H 5.994 2.594 -3.085 0.1 -0.1 -0.1
O 6.117 0.729 -3.975 -0.1 -0.6 0.1
C 5.227 0.078 -3.177 0.1 -0.2 -0.1
C 4.257 0.644 -2.381 0.0 0.0 0.0
C 3.399 -0.150 -1.595 0.4 -0.4 -0.3
C 3.586 -1.535 -1.598 0.0 0.3 0.0
C 4.566 -2.112 -2.379 0.2 0.0 -0.3
C 5.381 -1.331 -3.186 -0.2 0.4 0.2
O 6.321 -1.906 -3.948 0.1 0.0 -0.1
H 6.813 -1.216 -4.419 -0.1 0.0 0.1
H 4.728 -3.178 -2.374 0.0 -0.1 0.0
H 3.021 -2.170 -0.936 -0.1 -0.1 0.1
C 2.410 0.540 -0.815 -0.6 0.1 0.3
C 1.231 0.126 -0.297 0.4 0.0 -0.3
C 0.462 1.119 0.483 0.3 0.6 0.1
O 0.837 2.275 0.579 -0.1 -0.2 0.0
C -0.792 0.668 1.122 -0.4 0.2 0.2
C -1.527 1.590 1.781 0.5 -0.2 -0.4
C -2.765 1.441 2.500 -0.5 0.0 0.2
C -3.661 2.515 2.499 0.2 -0.3 -0.1
C -4.875 2.422 3.142 -0.2 -0.2 0.2
C -5.209 1.275 3.850 0.4 -0.2 -0.1
C -4.292 0.199 3.907 -0.3 0.0 0.1
C -3.097 0.282 3.221 0.0 0.0 0.1
H -2.367 -0.506 3.311 0.0 -0.2 0.0
O -4.715 -0.839 4.690 -0.2 0.6 -0.2
C -3.893 -1.974 4.878 0.2 -0.5 0.0
C -3.969 -2.950 3.709 -0.1 0.3 0.2
H -4.996 -3.276 3.566 -0.1 -0.1 0.0
H -3.627 -2.484 2.787 0.0 0.0 -0.1
H -3.353 -3.819 3.920 0.1 -0.1 0.0
H -4.288 -2.449 5.780 0.1 0.1 -0.1
H -2.859 -1.668 5.075 -0.1 0.0 0.0
O -6.383 1.201 4.493 -0.1 0.0 0.1
H -6.436 0.360 4.971 0.1 0.0 -0.1
H -5.580 3.237 3.131 -0.1 0.1 0.0
H -3.405 3.415 1.964 0.0 0.1 0.0
H -1.132 2.599 1.733 0.1 0.0 0.0
C -1.210 -0.763 0.943 -0.3 0.4 0.8
H -2.291 -0.852 1.065 0.1 -0.1 -0.1
H -0.719 -1.419 1.670 -0.1 -0.1 -0.2
N -0.823 -1.237 -0.414 0.0 -0.3 -0.1
H -1.159 -2.200 -0.519 0.1 0.1 0.1
C -1.443 -0.446 -1.512 -0.5 0.4 -0.6
C -2.951 -0.618 -1.560 0.2 0.0 0.1
H -3.441 -0.152 -0.710 -0.1 0.0 0.1
H -3.231 -1.669 -1.606 -0.1 -0.1 0.0
H -3.330 -0.136 -2.457 0.0 0.0 -0.1
H -1.182 0.602 -1.368 0.1 -0.2 0.0
H -1.000 -0.788 -2.450 0.1 0.0 0.2
C 0.660 -1.251 -0.502 0.9 0.0 -0.1
H 1.029 -1.945 0.260 -0.2 -0.1 -0.1
H 0.958 -1.626 -1.486 -0.2 -0.1 0.1
H 2.625 1.586 -0.620 -0.1 0.0 0.1
H 4.125 1.714 -2.353 0.0 0.1 0.0
H 3.995 2.360 -4.634 -0.1 0.0 0.0
H 5.033 3.715 -5.094 0.0 0.1 0.0

***

69
Properties=species:S:1:pos:R:3:forces:R:3 method="wB97M-V/def2-TZVPD" total_charge=+2 de_lowest_kcal_mol=16.9 energy_ha=-2460.758846 gap_ev="6.10 / 6.11" molar_mass_g_mol=658.4
Al 1.478 0.744 -1.039 -0.8 -0.3 0.5
O -2.342 -0.514 -0.544 0.3 1.3 -1.2
S -1.745 0.664 -1.169 1.2 -0.8 2.7
O -1.168 0.666 -2.481 -0.5 -0.2 -1.1
N -0.239 0.956 -0.317 -1.4 -0.8 -0.9
C -0.193 1.093 1.066 -0.6 1.2 0.5
C -1.251 1.014 1.985 1.1 1.1 -1.4
C -1.147 1.825 3.126 1.3 0.4 0.9
C 0.018 2.459 3.537 0.2 -0.1 -0.5
C 1.183 2.433 2.689 -0.7 -0.7 -0.2
C 2.397 3.120 2.935 0.6 -0.9 -0.7
C 3.503 2.848 2.097 0.0 0.6 1.3
C 3.302 2.071 0.971 0.7 -1.0 -0.5
N 2.122 1.548 0.626 -0.2 0.4 -0.7
C 1.061 1.677 1.461 -0.3 0.8 1.7
C -2.960 2.027 -1.005 0.8 0.0 -0.1
C -2.562 3.346 -1.293 1.0 -1.0 -0.1
C -3.522 4.319 -1.402 0.5 1.6 -0.2
C -4.895 4.031 -1.296 0.3 0.0 -0.3
C -5.283 2.731 -1.023 0.6 -0.5 1.1
C -4.293 1.727 -0.780 -1.2 -0.9 -0.5
H -2.185 0.543 1.714 0.0 0.1 -0.1
H -2.009 2.050 3.715 -0.5 -0.5 0.4
H 0.082 2.937 4.523 -0.2 0.1 -0.7
H 2.491 3.790 3.789 0.0 -0.3 -0.1
H 4.540 3.173 2.384 -1.3 -0.2 -0.5
H 4.142 1.706 0.357 -0.3 0.6 0.3
H -1.479 3.561 -1.445 -1.0 -0.1 0.1
H -3.110 5.349 -1.578 -0.9 -1.0 0.1
H -5.656 4.803 -1.454 0.5 -0.3 0.1
H -6.343 2.521 -0.847 0.5 -0.1 -0.3
H -4.618 0.674 -0.532 0.5 1.4 -0.3
C -1.226 -3.789 1.772 0.1 -0.5 1.0
Sb -0.164 -2.162 2.703 0.7 0.6 -0.1
C 1.324 -3.211 3.944 0.1 0.9 -0.2
C -1.587 -1.581 4.270 1.0 0.5 -0.8
H -1.478 -4.425 2.658 -0.2 0.2 -1.1
H -0.534 -4.354 1.114 -0.4 0.3 0.3
H -2.107 -3.419 1.215 0.5 -0.3 0.4
H 1.518 -4.206 3.562 -0.3 -0.4 0.2
H 0.957 -3.182 4.992 0.6 -0.3 -0.7
H 2.297 -2.667 3.801 -1.0 -0.3 0.5
H -1.589 -2.392 4.973 -0.4 -0.2 0.4
H -2.543 -1.383 3.800 -0.3 -0.2 0.1
H -1.230 -0.639 4.727 -0.1 -0.6 -0.1
N 2.814 3.278 -3.894 -1.1 -0.6 -0.2
C 1.868 2.620 -4.698 1.2 -0.1 0.0
C 1.435 1.562 -3.964 -0.2 1.1 0.4
N 1.958 1.686 -2.680 0.3 -0.7 0.5
C 2.816 2.700 -2.701 0.1 -0.3 0.2
H 3.408 4.029 -4.188 0.1 0.4 0.0
H 1.708 2.949 -5.720 -0.1 -0.3 0.3
H 0.760 0.776 -4.183 -0.6 -0.3 -0.3
H 3.453 2.916 -1.863 0.1 0.5 -0.1
C 1.522 -5.406 -2.518 -0.8 0.6 0.6
N 1.329 -4.036 -1.947 0.4 -0.9 -0.2
C 2.341 -3.372 -1.125 0.7 -0.6 0.3
C 1.731 -2.000 -1.086 -2.4 1.1 -0.6
O 2.325 -0.868 -0.865 -0.6 -1.0 -0.3
N 0.414 -2.038 -1.463 2.3 0.8 0.7
C 0.222 -3.276 -1.937 0.1 -2.4 -1.3
N -0.936 -3.759 -2.431 0.3 1.6 0.4
H 2.497 -5.724 -2.219 0.7 -0.2 0.2
H 1.509 -5.407 -3.615 -0.3 0.2 0.3
H 0.814 -6.133 -2.081 0.1 0.4 -0.3
H 3.392 -3.419 -1.498 -0.9 0.2 -0.1
H 2.354 -3.900 -0.132 0.0 0.9 -0.5
H -1.645 -3.042 -2.533 -0.2 -0.3 0.0
H -1.050 -4.616 -2.963 0.4 0.3 0.3